DFT (ωB97M-V/def2-TZVPD) results for a molecular structure, C28H41GeN3NiO3.

Results
relative energy (zero: lowest compared OMol25 entry of this formula, charge and spin): 15.5 kcal per mole
spin multiplicity: 3
calculated total energy: -137857.28214 eV
max |F|: 0.5 eV/A
net charge: +2
HOMO energy (alpha / beta): -13.477 / -13.329 eV
expectation value of S²: 2.055

```
77
Properties=species:S:1:pos:R:3:forces:R:3:lowdin_spin:R:1
Ge 2.705 -1.553 0.854 0.03 0.06 0.03 0.003
Ni -0.097 -0.069 -0.276 0.01 -0.20 0.48 0.946
O -1.058 1.302 -1.355 -0.15 0.17 -0.08 0.014
O 1.022 -0.795 1.386 0.04 0.01 -0.33 0.077
O -4.744 -8.573 3.361 -0.01 -0.01 0.00 0.006
N -2.377 -2.974 5.100 -0.03 0.00 0.06 0.353
N -1.505 -1.172 0.682 -0.06 0.06 -0.14 0.042
N -3.341 -3.677 5.280 0.00 0.05 0.03 0.193
C 3.322 -0.092 -0.265 -0.05 -0.01 -0.05 0.000
C -4.858 -5.475 5.106 0.01 0.05 0.02 0.004
C 1.916 -0.410 -3.908 -0.02 0.00 0.02 0.000
C 0.227 -1.349 2.295 0.05 -0.01 0.14 0.114
C -1.517 2.119 -3.623 0.00 -0.02 0.00 0.000
C -3.718 -1.955 1.119 0.01 0.00 -0.01 0.025
C 3.344 -4.267 0.168 -0.03 0.00 -0.02 0.000
C -2.047 -2.152 2.825 0.00 -0.02 0.01 0.033
C -1.141 -1.565 1.927 -0.06 -0.05 0.01 0.009
C -3.079 -6.830 3.408 -0.06 -0.04 0.01 0.003
C 2.534 0.219 -1.540 0.04 -0.01 0.04 0.012
C -1.791 1.058 -2.581 0.10 -0.03 0.01 -0.001
C 5.661 -4.721 -0.763 -0.01 0.01 0.00 0.000
C -0.235 -2.220 4.486 -0.02 -0.02 0.03 0.110
C 2.645 -0.830 -2.638 -0.01 0.01 0.00 0.001
C -1.675 2.302 -0.513 0.02 0.06 -0.07 0.001
C 2.152 -3.302 0.223 0.05 -0.13 -0.02 0.001
C -3.909 -9.385 2.520 0.01 0.00 -0.01 0.000
C 4.503 -3.737 -0.669 0.00 0.00 0.00 0.000
C -5.211 -6.697 4.617 -0.02 -0.03 -0.01 0.000
C -2.746 -1.376 0.289 0.00 0.03 0.07 -0.018
C -4.328 -7.393 3.766 0.05 0.03 0.00 0.007
C -1.556 -2.504 4.134 0.05 0.02 -0.10 0.033
C 0.654 -1.681 3.569 0.02 -0.01 -0.04 -0.009
C -0.682 2.771 0.521 0.02 -0.03 -0.03 -0.001
C -3.373 -2.329 2.390 -0.04 -0.01 -0.01 -0.014
C -3.624 -4.898 4.733 0.01 -0.12 -0.09 0.041
C -2.736 -5.597 3.890 0.02 0.08 0.03 0.010
H -1.929 3.088 -3.348 0.01 0.00 0.00 0.000
H 3.010 -5.222 -0.243 0.01 -0.01 0.01 0.000
H 5.335 -5.656 -1.221 0.00 0.00 0.00 0.000
H -2.997 -1.054 -0.714 0.00 0.00 0.00 -0.001
H -4.474 -10.294 2.346 0.00 0.00 0.00 0.000
H 2.318 0.526 -4.298 0.00 0.00 0.00 0.000
H 3.355 0.778 0.396 0.00 0.00 0.00 0.000
H 6.474 -4.319 -1.364 0.01 -0.01 0.00 0.000
H 0.850 -0.260 -3.713 0.01 0.00 -0.01 0.000
H -1.991 3.132 -1.144 -0.01 0.00 0.01 0.000
H -1.978 1.821 -4.565 -0.01 0.01 0.00 0.000
H 1.680 -1.492 3.857 0.00 0.01 0.00 -0.003
H -2.855 0.995 -2.338 -0.01 -0.01 -0.01 0.000
H 1.459 0.397 -1.332 0.03 0.02 -0.01 0.004
H 1.678 -3.212 -0.755 -0.01 0.02 0.00 0.000
H 3.486 -1.657 2.169 0.00 0.03 0.01 0.000
H -4.726 -2.082 0.753 0.00 0.00 0.00 0.002
H 1.392 -3.668 0.920 -0.01 0.02 0.00 0.001
H -2.394 -7.373 2.776 0.00 0.00 0.00 0.000
H -5.506 -4.929 5.778 0.00 0.00 0.00 0.001
H -3.717 -8.881 1.573 0.00 0.00 0.00 0.000
H 6.057 -4.954 0.227 0.00 0.00 0.00 0.000
H 3.698 -4.478 1.182 0.00 0.01 0.01 0.000
H 4.873 -2.796 -0.232 0.00 0.00 0.00 0.000
H 3.703 -1.001 -2.853 0.00 0.01 -0.01 0.001
H -1.151 3.507 1.174 0.00 0.00 0.00 0.000
H -1.772 -5.170 3.642 0.00 -0.01 0.00 0.000
H -0.337 1.943 1.149 -0.01 0.01 0.01 0.000
H -6.149 -7.167 4.877 0.00 0.00 0.00 0.000
H 4.142 -3.487 -1.672 0.00 0.01 0.00 0.000
H -1.454 0.082 -2.928 -0.02 -0.01 0.00 -0.001
H -2.975 -9.623 3.029 0.00 0.00 0.01 0.000
H 2.245 -1.785 -2.286 0.02 -0.01 0.00 0.000
H 4.360 -0.317 -0.524 0.00 0.03 -0.01 0.000
H 0.088 -2.441 5.495 0.00 0.00 0.00 0.004
H -0.445 2.224 -3.787 0.00 -0.01 -0.01 0.000
H -4.122 -2.745 3.051 0.00 0.00 0.00 -0.001
H 2.007 -1.163 -4.688 0.00 0.00 0.00 0.000
H 0.183 3.236 0.047 0.00 0.00 0.00 0.000
H 2.868 1.183 -1.933 0.03 0.00 0.01 0.000
H -2.565 1.863 -0.050 0.00 -0.01 -0.01 0.000
```
Positions in Å, forces in eV/Å.

DFT (ωB97M-V/def2-TZVPD) results for a molecular structure, C28H41N4O3PRhS2.

Results
relative energy (zero: lowest compared OMol25 entry of this formula, charge and spin): 11.1 kcal per mole
spin multiplicity: 5
calculated total energy: -75767.88420 eV
max |F|: 0.3 eV/A
net charge: +1
HOMO energy (alpha / beta): -10.171 / -10.650 eV
expectation value of S²: 6.018

```
80
Properties=species:S:1:pos:R:3:forces:R:3:lowdin_spin:R:1
Rh -1.233 0.334 -1.256 -0.15 0.01 -0.14 2.286
S 1.620 -0.134 1.386 0.15 -0.10 0.05 0.420
S 4.559 -0.008 1.400 -0.03 -0.07 0.00 0.530
P 3.138 -1.354 1.711 -0.15 0.24 -0.02 0.001
O 3.166 -2.016 3.148 0.05 0.08 0.04 0.002
O 0.398 -0.036 -2.242 0.04 0.02 0.11 0.334
O 3.082 -2.592 0.757 0.07 -0.09 0.00 0.001
N -2.101 1.981 0.143 0.06 0.06 0.06 0.069
N -3.510 0.229 -1.508 -0.10 -0.01 -0.02 0.050
N -1.582 -0.629 0.804 0.06 -0.01 -0.03 0.081
N -1.721 1.923 -3.045 0.16 -0.06 0.04 0.072
C -1.301 2.179 -5.383 -0.02 0.01 0.00 0.002
C 1.762 1.623 -3.353 0.00 0.01 0.01 0.005
C -1.445 1.701 1.429 -0.01 -0.05 -0.01 0.003
C -1.922 3.237 -2.936 -0.07 -0.03 0.09 0.006
C -5.559 1.392 -1.179 -0.01 0.02 0.00 0.001
C -1.413 1.411 -4.240 -0.01 0.03 -0.01 0.003
C 4.505 -1.494 5.068 0.00 0.00 0.00 0.001
C -1.688 3.317 -0.336 -0.04 -0.01 -0.05 0.003
C -1.591 0.246 1.813 0.00 0.06 -0.05 0.017
C 3.957 -3.777 0.776 -0.05 0.03 -0.02 0.000
C 1.968 -1.435 5.139 0.01 0.01 0.00 0.000
C 1.662 0.604 -2.228 -0.07 -0.03 -0.01 0.027
C 3.348 -4.825 1.681 0.01 -0.01 -0.01 0.000
C -4.231 1.146 -0.862 0.01 -0.01 0.01 0.005
C -4.089 -0.483 -2.477 0.00 0.02 0.01 0.006
C 3.223 -1.162 4.342 0.03 -0.07 -0.05 -0.001
C -3.562 1.861 0.287 -0.01 0.00 -0.01 0.005
C -2.373 3.806 -1.610 0.04 0.02 -0.02 0.001
C -6.157 0.653 -2.186 0.01 -0.01 0.00 0.000
C 5.387 -3.430 1.129 -0.01 0.01 0.01 0.009
C -1.681 -0.160 3.133 0.00 0.00 0.02 0.005
C -1.631 -1.934 1.071 -0.01 0.01 0.03 0.014
C -1.699 -2.423 2.363 0.00 0.00 0.02 0.003
C 2.731 -0.470 -2.341 0.01 0.03 0.00 0.011
C -5.409 -0.309 -2.847 -0.02 0.00 0.00 0.002
C -1.731 -1.517 3.411 0.00 -0.01 -0.01 0.003
C -1.480 3.548 -5.271 0.00 -0.02 0.00 -0.001
C -1.791 4.082 -4.033 0.00 0.03 -0.02 0.003
H 1.929 -2.485 5.435 -0.01 0.00 0.00 0.000
H -7.191 0.827 -2.451 0.00 0.00 0.00 0.000
H -1.900 4.050 0.455 0.00 0.01 0.00 0.002
H -1.838 2.345 2.226 -0.01 -0.01 0.01 0.001
H 5.469 -3.095 2.164 0.00 0.00 0.00 0.002
H -3.457 3.674 -1.534 0.00 -0.02 0.00 0.000
H 2.740 2.107 -3.342 0.01 0.00 0.00 0.001
H 5.366 -1.278 4.435 0.00 -0.01 0.01 0.001
H -5.835 -0.910 -3.637 0.00 0.00 0.00 0.000
H 6.000 -4.325 1.019 0.00 0.00 -0.01 0.000
H -2.222 4.886 -1.647 0.00 0.00 0.00 0.000
H 0.998 2.397 -3.250 0.02 0.00 -0.01 0.000
H -4.022 2.843 0.438 0.00 0.00 0.01 0.001
H 2.615 -1.196 -1.537 0.01 -0.01 0.00 0.000
H 2.642 -0.985 -3.300 0.00 -0.01 0.01 0.000
H 1.087 -1.199 4.541 -0.01 -0.01 0.01 0.001
H -1.377 4.193 -6.134 0.00 0.00 0.00 0.000
H 3.391 -4.511 2.723 0.00 0.00 0.00 0.000
H 1.630 1.131 -4.319 0.00 0.01 0.00 0.000
H -1.217 0.346 -4.262 0.00 0.00 0.00 0.000
H -1.699 0.575 3.927 0.00 0.00 0.00 0.000
H 5.783 -2.660 0.469 0.00 0.00 0.00 0.005
H 4.523 -2.548 5.346 0.00 0.00 0.00 0.000
H -1.607 -2.599 0.217 0.00 0.01 0.00 0.001
H 3.906 -5.757 1.573 -0.01 0.00 0.01 0.000
H -3.775 1.286 1.192 0.02 -0.04 -0.02 0.000
H -6.112 2.151 -0.641 0.00 0.00 0.00 0.000
H 2.310 -5.013 1.407 0.00 0.00 0.00 0.000
H -1.732 -3.488 2.539 0.00 0.00 -0.01 0.000
H -1.056 1.715 -6.327 0.00 0.00 0.00 0.000
H -3.460 -1.213 -2.972 0.00 0.00 0.00 0.001
H 1.800 1.119 -1.269 0.01 0.01 0.02 0.002
H 1.959 -0.818 6.038 -0.01 -0.01 0.00 0.000
H -1.794 -1.862 4.434 0.00 0.00 0.00 0.000
H 3.726 -0.025 -2.268 0.00 -0.02 -0.01 0.002
H 3.240 -0.123 4.009 -0.01 0.01 0.00 -0.001
H -0.380 1.924 1.323 0.00 0.00 -0.01 0.000
H 4.587 -0.894 5.975 0.00 0.00 0.00 0.000
H -1.937 5.147 -3.912 -0.01 0.00 0.01 0.001
H 3.906 -4.108 -0.261 0.01 0.00 -0.01 0.000
H -0.607 3.293 -0.480 0.00 -0.02 0.00 0.000
```
Positions in Å, forces in eV/Å.

The highest relative energy (zero: lowest compared OMol25 entry of this formula, charge and spin) belongs to which entry? C28H41GeN3NiO3

What is the max |F| in the first record? 0.5 eV/A